Record 1
Entry from the Open Molecules 2025 dataset: C3H2LiO3Pb as an isolated structure at a distorted geometry (ωB97M-V/def2-TZVPD).

Each line ends with the Löwdin charge.
CARTESIAN COORDINATES (ANGSTROEM)
C: 0.4921 1.0137 2.2763  -0.34
O: 1.4944 1.6689 2.6833  -0.29
H: 0.9775 1.3229 0.1817  0.12
Li: 0.3699 2.0327 4.0915  0.66
C: 0.5522 0.5678 0.8594  -0.25
O: -0.7058 0.0871 0.3928  -0.16
C: -0.9447 0.0201 -0.9344  -0.56
O: -0.0542 0.5138 -1.6738  -0.50
Pb: -1.3235 -0.0069 -3.4937  0.17
H: 1.2494 -0.3130 1.1912  0.15

Summary:
total charge: -1
orbital gap (spin up / spin down): 0.0722 / 0.0721 Eh
energy relative to the best compared isomer or geometry (same formula, charge and spin): 0.0 kcal per mole
multiplicity: 1
molar mass: 300.19 g/mol
HOMO energy (spin up / spin down): -0.8 / -0.8 eV
strongest force on any atom: 0.038 hartree/bohr

---

Record 2
Entry from the Open Molecules 2025 dataset: one molecule with the formula C5H8O at a distorted geometry (ωB97M-V/def2-TZVPD).

Each line ends with the Löwdin charge.
CARTESIAN COORDINATES (ANGSTROEM)
C: 1.1414 0.5483 0.1766  -0.12
C: 1.0446 -0.9890 0.0125  -0.11
C: -0.3558 -0.7951 -0.5806  -0.28
O: -1.4007 -0.8491 0.4097  -0.08
C: -1.4686 0.5910 0.4876  -0.14
C: -0.2693 0.7363 -0.4456  -0.19
H: 1.3056 0.6661 1.2401  0.10
H: 1.9059 1.0578 -0.4200  0.11
H: 0.9981 -1.5625 0.9489  0.11
H: 1.8245 -1.4205 -0.6162  0.10
H: -0.5822 -1.3353 -1.4998  0.14
H: -1.3459 0.9792 1.5075  0.12
H: -2.4204 0.9688 0.0833  0.12
H: -0.3773 1.4038 -1.3040  0.13

Summary:
orbital gap: 0.3923 Eh
energy relative to the best compared isomer or geometry (same formula, charge and spin): 52.4 kcal per mole
multiplicity: 1
molar mass: 84.12 g/mol
structure (SMILES): C1C[C@H]2OC[C@@H]12
HOMO energy: -9.5 eV
strongest force on any atom: 0.025 hartree/bohr

---

Record 3
Entry from the Open Molecules 2025 dataset: a 2-piece molecular cluster, C7H15NO overall at a distorted geometry (ωB97M-V/def2-TZVPD).

Each line ends with the Löwdin charge.
CARTESIAN COORDINATES (ANGSTROEM)
C: -1.2208 -0.2847 -0.3992  -0.41
C: -1.4791 1.1681 -0.2224  -0.10
C: -2.4630 -1.0530 -0.8048  -0.11
C: 2.1246 0.1495 -0.6514  -0.58
N: 2.8166 -1.0237 -0.6724  0.16
O: 1.8664 0.7557 -1.6750  0.04
H: -0.4372 -0.4372 -1.1419  0.10
H: 3.0273 -1.5360 0.1651  0.09
H: 2.9512 -1.4800 -1.5596  0.11
H: -1.5365 1.6941 -1.1711  0.09
H: -2.2639 -2.1236 -0.8432  0.07
H: -3.2577 -0.9024 -0.0778  0.07
H: -2.3446 1.3649 0.4141  0.08
H: -0.5527 1.6454 0.2694  0.05
H: -2.8125 -0.7354 -1.7872  0.08
C: -0.5839 -1.0505 1.0297  -0.04
C: 1.8455 0.6796 0.7057  -0.12
C: 1.3212 1.9123 0.8567  0.02
H: 2.1293 0.0775 1.5562  0.10
H: -1.4518 -1.5727 1.4181  0.04
H: 0.1150 -1.8769 0.9804  0.05
H: -0.3175 -0.3206 1.7886  0.04
H: 1.2676 2.3861 1.8240  0.08
H: 1.2565 2.5633 -0.0022  0.08

Summary:
orbital gap: 0.3822 Eh
energy relative to the best compared isomer or geometry (same formula, charge and spin): 43.3 kcal per mole
multiplicity: 1
molar mass: 129.20 g/mol
structure (SMILES): C=CC(N)=O.CC(C)C
HOMO energy: -9.7 eV
strongest force on any atom: 0.069 hartree/bohr

---

Record 4
Entry from the Open Molecules 2025 dataset: a 2-piece molecular cluster, C5H14NO2 overall at a distorted geometry (ωB97M-V/def2-TZVPD).

Each line ends with the Löwdin charge.
CARTESIAN COORDINATES (ANGSTROEM)
C: -2.0921 0.0592 -1.7057  -0.08
C: -0.6609 0.5444 -1.4429  -0.25
N: -0.0609 0.0140 -0.2097  -0.25
C: -0.9125 0.0314 0.9988  -0.08
C: 1.2410 0.7177 0.0553  -0.16
C: 1.9607 0.3475 1.3959  -0.35
O: 1.6429 0.9512 2.5208  0.05
H: -2.0775 -0.9865 -2.0316  0.09
H: -2.7496 0.6014 -2.3201  0.05
H: -2.5618 0.1472 -0.7266  0.04
H: -0.1195 0.2023 -2.3241  0.11
H: -0.6388 1.6669 -1.3417  0.12
H: -0.5158 -0.4770 1.8826  0.08
H: -1.8904 -0.3626 0.7959  0.07
H: -0.8555 1.0607 1.4073  0.10
H: 1.9074 0.4732 -0.7659  0.12
H: 1.0533 1.7845 0.1164  0.11
H: 3.0663 0.3551 1.2266  0.14
H: 1.8157 -0.7701 1.3940  0.13
H: 0.4203 -1.7913 0.9201  -0.03
H: 1.2250 -2.0451 -0.2824  0.03
O: 0.8028 -2.5242 0.4370  -0.06

Summary:
orbital gap (spin up / spin down): 0.3558 / 0.2585 Eh
energy relative to the best compared isomer or geometry (same formula, charge and spin): 33.6 kcal per mole
multiplicity: 2
molar mass: 120.17 g/mol
HOMO energy (spin up / spin down): -8.8 / -8.8 eV
strongest force on any atom: 0.055 hartree/bohr

---

Which formula does entry 3 have? C7H15NO

---

What is the energy relative to the best compared isomer or geometry (same formula, charge and spin) in the first record? 0.0 kcal per mole

---

Look up the molar mass of the first one. 300.19 g/mol